No. 1
Density functional theory data (ωB97M-V/def2-TZVPD) for a cluster of 2 separate species, BrO2S2 in total in a non-equilibrium geometry.

```
5
Properties=species:S:1:pos:R:3:forces:R:3:nbo_charge:R:1
O 0.7092 1.2983 -0.1675 -1.043 -0.944 1.852 -0.85
O 0.3212 -0.9172 -0.9184 -0.218 -0.624 1.118 -0.86
S -1.9450 0.0301 0.6728 1.952 0.284 -0.175 -0.38
S -0.0192 0.0523 0.0991 -0.537 0.735 -1.934 1.85
Br 0.9861 -1.4842 2.8320 -0.154 0.549 -0.861 -0.76
```
Forces are in eV/Å.

The total charge is -1. As for the orbital gap (spin up / spin down): 6.1 / 6.1 eV. As for the energy above the lowest of the compared OMol25 structures with the same formula, charge and spin: 70.1 kJ/mol.

=====

No. 2
Density functional theory data (ωB97M-V/def2-TZVPD) for a cluster of 2 separate species, C6H14FN3 in total in a non-equilibrium geometry.

```
24
Properties=species:S:1:pos:R:3:forces:R:3:nbo_charge:R:1
C -1.9771 1.4070 0.7758 -0.820 0.967 -2.006 -0.62
C -1.6422 -0.0496 0.4736 0.807 0.682 0.447 -0.27
C -2.8381 -0.6513 -0.1955 -0.082 -4.426 2.600 -0.60
C -0.3827 -0.2229 -0.4075 -0.045 1.830 -0.821 0.01
N 0.0404 0.7963 -1.0584 -2.899 0.757 0.768 -0.24
N 0.9029 0.8407 -2.0651 0.226 -3.780 -0.343 -0.58
H -2.7362 1.6532 1.5607 1.064 -0.649 -0.287 0.22
H -2.4506 1.7805 -0.1704 0.147 -0.111 0.669 0.21
H -1.0732 1.9916 0.7527 0.294 0.429 0.891 0.23
H -1.3500 -0.4940 1.4120 -0.414 -0.770 0.494 0.20
H -3.7904 -0.6850 0.3308 0.089 0.827 0.614 0.22
H -3.0269 -0.2867 -1.1139 -0.358 1.598 -3.207 0.21
H -2.7269 -1.7660 -0.3232 0.360 0.788 -0.192 0.20
H 0.1781 -1.1470 -0.4394 -0.348 -0.801 -0.261 0.15
H 1.5275 1.5807 -1.9519 1.068 1.497 0.094 0.37
H 1.4148 -0.0715 -2.1401 -0.060 1.019 -0.240 0.32
C 3.0083 -1.4397 0.2697 -0.217 -1.981 3.377 -0.44
N 2.7179 -0.0542 0.0111 0.526 0.376 0.273 -0.52
C 1.9027 0.5287 0.7474 0.075 -0.684 1.519 0.52
F 1.6535 1.8297 0.6176 0.309 0.098 -0.039 -0.33
H 3.3898 -1.7458 1.4459 -1.101 1.308 -2.971 0.18
H 2.0757 -2.0671 0.1577 1.048 0.425 -0.167 0.19
H 3.8224 -1.8338 -0.3274 -0.168 0.190 -0.382 0.21
H 1.3602 0.1064 1.6379 0.498 0.412 -0.831 0.14
```
Forces are in eV/Å.

The total charge is 0. As for the SMILES: CC(C)/C=N/N.C/N=C/F. As for the orbital gap: 9.6 eV. As for the energy above the lowest of the compared OMol25 structures with the same formula, charge and spin: 0.0 kJ/mol.

=====

No. 3
Density functional theory data (ωB97M-V/def2-TZVPD) for a structure of composition C5H15CrN4O9 in a non-equilibrium geometry.

```
34
Properties=species:S:1:pos:R:3:forces:R:3:nbo_charge:R:1
Cr 2.1402 -2.4972 -0.1130 -1.996 2.771 1.338 1.45
C 0.0694 0.1315 0.4408 -0.183 -0.316 -0.148 -0.26
O 0.4887 -1.1837 0.1400 1.877 -1.274 -0.455 -0.76
H -0.5936 0.1578 1.3056 0.127 -0.187 0.209 0.18
H 0.8659 0.8592 0.5962 0.450 -0.230 0.085 0.17
H -0.5024 0.5542 -0.3853 -0.040 -0.206 -0.324 0.19
C 1.4790 2.4975 -2.5002 0.977 0.356 0.701 -0.49
N 1.5115 3.6669 -3.4404 0.012 -0.154 -2.117 0.52
O 1.2954 4.7433 -2.9349 -0.101 -0.111 0.089 -0.35
O 1.7856 3.4948 -4.6397 -0.445 -0.196 2.084 -0.36
H 1.9862 1.6160 -2.8925 -0.362 0.254 -0.370 0.23
H 0.4961 2.3002 -2.0726 -0.100 0.210 -0.619 0.23
H 2.0792 2.9150 -1.6917 0.015 -0.341 0.213 0.23
C -2.5852 -0.4297 -2.2815 -0.613 0.606 -0.796 -0.49
N -3.3741 -1.5950 -2.7547 -1.524 -2.825 0.080 0.50
O -3.8777 -2.3720 -1.9123 1.179 1.922 -1.436 -0.36
O -3.4807 -1.7697 -3.9772 0.487 0.754 1.941 -0.36
H -2.6873 -0.2274 -1.2154 0.156 -0.699 -0.134 0.23
H -3.0558 0.3981 -2.8121 0.273 0.139 -0.057 0.24
H -1.5821 -0.5753 -2.6825 -0.015 0.085 0.361 0.23
C -2.4120 -1.6876 3.1673 -1.752 0.167 0.609 -0.51
N -2.4123 -2.8077 2.1949 0.455 1.159 -0.017 0.54
O -3.0036 -2.6504 1.1584 -0.422 -0.048 -0.492 -0.36
O -1.7457 -3.7590 2.4917 0.640 -1.173 0.230 -0.39
H -1.4081 -1.2947 3.3279 -0.289 -0.151 -0.096 0.23
H -2.8892 -2.0666 4.0711 0.763 -0.343 0.295 0.25
H -3.1945 -0.9951 2.8571 0.701 0.434 -0.522 0.24
C 3.4816 1.0351 2.2804 0.121 0.356 1.822 -0.50
N 3.6020 -0.4508 2.3482 -1.111 -2.659 1.614 0.55
O 3.3777 -1.1665 1.3662 -0.224 0.380 -1.918 -0.56
O 3.8219 -1.0169 3.4064 0.160 1.975 -0.959 -0.25
H 4.4885 1.3995 2.0768 -0.323 0.229 -0.337 0.27
H 3.2064 1.2897 3.3039 0.636 -0.021 0.235 0.26
H 2.6291 1.4868 1.7731 0.472 -0.860 -1.106 0.25
```
Forces are in eV/Å.

The total charge is +1. As for the orbital gap (spin up / spin down): 6.2 / 7.3 eV. The multiplicity is 5.